[1]
C30H25BrF7N5O5PRbS3 | wB97M-V/def2-TZVPD

Summary:
**Net charge**: -2

```
78
Properties=species:S:1:pos:R:3:forces:R:3:lowdin_charge:R:1
Rb -0.32767 0.38410 -0.33950 0.66 -0.16 -0.07 0.72
O 3.94793 0.57900 -2.82628 -0.04 0.19 0.18 0.02
C 3.07410 1.45503 -2.34419 0.16 -0.12 -0.13 -0.35
C 1.84910 1.73774 -2.96006 -0.25 -0.04 -0.09 -0.03
C 1.03049 2.69220 -2.40139 0.11 0.15 0.07 -0.18
N 1.32517 3.38371 -1.28213 0.06 -0.09 0.00 0.02
C 2.47991 3.08767 -0.72850 -0.19 0.02 -0.03 -0.75
Br 2.90405 4.05216 0.87423 0.04 0.03 -0.04 0.72
C 3.39148 2.15501 -1.18137 0.15 0.00 0.12 -0.06
H 3.53442 0.02397 -3.55400 -0.01 -0.02 -0.04 -0.04
H 1.55265 1.17775 -3.83750 0.01 0.04 -0.01 0.08
H 0.07693 2.93505 -2.85638 -0.02 -0.06 0.01 0.10
H 4.31461 1.95594 -0.65695 -0.01 0.00 0.00 0.11
F -3.43301 4.27452 -2.23542 0.04 0.01 0.00 0.14
C -4.22232 3.23278 -1.97255 0.02 0.04 -0.07 -0.68
F -4.82675 2.86987 -3.10865 -0.03 -0.02 -0.03 0.13
F -5.15628 3.62065 -1.10519 -0.04 0.00 0.04 0.14
S -3.26211 1.81840 -1.29679 -0.48 -0.17 -0.16 0.52
O -2.24304 1.56631 -2.27444 0.00 0.01 -0.21 -0.34
O -4.24057 0.80089 -1.03559 0.06 0.05 0.02 -0.27
N -2.61896 2.45432 -0.03145 0.27 0.33 0.02 -0.33
S -2.92567 2.07288 1.45508 -0.24 -0.07 0.29 0.58
O -4.27292 2.27032 1.90096 0.09 0.03 0.00 -0.26
O -2.26440 0.84017 1.82548 -0.04 -0.08 0.10 -0.38
C -1.90067 3.38384 2.24251 0.04 0.01 0.00 -0.68
F -2.37039 4.59477 1.93280 -0.02 0.01 0.00 0.14
F -0.63876 3.29697 1.84269 -0.02 0.00 0.00 0.13
F -1.95388 3.23326 3.56310 -0.02 -0.01 0.01 0.15
C 3.48402 -1.27109 0.44764 -0.07 -0.02 -0.04 -0.24
P 1.83071 -1.99113 0.86549 -0.03 0.03 0.19 0.88
C 2.16330 -3.35715 2.06485 0.01 0.05 -0.08 -0.38
C 1.34570 -4.48641 2.07852 -0.01 0.00 -0.01 -0.11
C 1.54243 -5.50662 2.99972 0.00 0.03 -0.01 -0.10
C 2.58350 -5.42614 3.91613 0.00 0.02 -0.01 -0.12
C 3.41681 -4.31556 3.90313 -0.02 -0.02 0.01 -0.10
C 3.20059 -3.29086 2.99012 0.01 0.04 0.00 -0.10
C 1.96603 -3.15968 -0.67968 0.04 -0.08 -0.05 -0.32
C 2.78382 -4.19361 -0.89700 -0.01 -0.02 -0.06 -0.11
C 2.90527 -4.86934 -2.20066 0.02 0.02 0.06 -0.10
C 2.23363 -4.46464 -3.27788 -0.05 0.05 0.03 -0.08
C 1.29000 -3.30978 -3.19538 0.12 0.00 -0.05 -0.24
C 1.08354 -2.67517 -1.79841 0.04 0.01 -0.08 -0.33
H 3.45586 -0.93962 -0.59246 0.02 -0.02 0.01 0.02
H 4.25330 -2.04287 0.52692 -0.01 0.00 0.01 0.04
H 3.73222 -0.44148 1.10459 0.02 0.00 0.02 0.01
H 0.54983 -4.57588 1.34700 0.00 0.00 0.01 0.10
H 0.88271 -6.36651 2.99881 0.00 0.00 0.00 0.09
H 2.74235 -6.22202 4.63470 0.00 0.00 0.00 0.08
H 4.23177 -4.24242 4.61455 0.00 0.01 0.00 0.09
H 3.82529 -2.40568 3.00701 0.00 -0.01 0.00 0.10
H 3.43022 -4.54566 -0.09529 0.00 -0.02 0.00 0.09
H 3.59792 -5.70198 -2.28221 0.00 0.00 0.01 0.08
H 2.37405 -4.94838 -4.23793 0.00 -0.01 -0.01 0.09
H 0.36104 -3.51408 -3.73234 -0.01 0.03 -0.02 0.13
H 0.03897 -2.63289 -1.45859 -0.01 0.01 0.00 0.10
N -2.99380 -1.88709 0.96367 0.20 -0.07 -0.13 0.07
C -4.25483 -2.23489 0.56244 -0.08 0.11 0.05 -0.12
C -4.12880 -3.46562 -0.00862 0.01 -0.05 -0.02 -0.18
N -2.81866 -3.88062 0.02360 0.02 -0.04 -0.06 0.04
C -2.16640 -2.90457 0.60551 -0.03 0.04 0.18 -0.22
H -2.71792 -1.01895 1.40578 -0.11 0.01 0.05 0.09
H -5.09492 -1.57686 0.69509 0.00 0.02 -0.01 0.11
H -4.90084 -4.07210 -0.45297 -0.01 -0.01 0.00 0.08
H -1.10529 -2.87064 0.81158 0.02 -0.02 -0.01 0.08
S 2.57831 -1.25853 -4.89584 0.02 0.00 -0.11 0.50
C 1.82884 -1.91104 -3.50412 -0.09 -0.05 0.08 -0.82
N 1.56242 -1.36620 -2.34833 -0.18 -0.08 0.10 0.05
F 0.15493 2.10447 5.49784 0.00 -0.01 0.03 0.00
C 0.65695 1.22538 4.57529 -0.02 -0.04 -0.01 -0.31
C 0.23394 -0.08985 4.59928 0.00 -0.01 -0.03 -0.04
C 0.75916 -0.96570 3.65385 0.02 0.05 -0.01 -0.14
C 1.70712 -0.59631 2.68515 -0.10 -0.09 0.05 -0.27
C 2.06951 0.75512 2.71751 -0.05 0.05 0.00 -0.15
C 1.56042 1.67464 3.64293 0.06 0.01 -0.07 -0.06
H -0.49769 -0.40560 5.33472 0.00 0.00 0.01 0.10
H 0.40143 -1.99622 3.67511 0.00 -0.01 0.01 0.09
H 2.78074 1.14712 1.98990 0.00 0.01 0.02 0.05
H 1.85332 2.71921 3.63330 -0.01 -0.03 -0.01 0.09
```
Positions in Å, forces in eV/Å.

---

[2]
C30H25BrN2O4SSnTe | wB97M-V/def2-TZVPD

Summary:
**Net charge**: 0
**Energy above the lowest of the compared OMol25 structures with the same formula, charge and spin**: 18.9 kcal per mole

```
65
Properties=species:S:1:pos:R:3:forces:R:3:lowdin_charge:R:1
Sn -0.65316 -0.93177 0.78749 0.02 -0.09 0.01 1.21
C 4.47136 0.66795 0.42643 0.01 -0.04 -0.01 -0.01
C 3.08924 1.08416 -0.02936 0.01 -0.03 -0.02 -0.39
O 2.30496 0.26313 -0.44738 -0.01 0.01 0.03 0.04
C 2.77002 2.54537 0.01561 -0.05 0.06 0.01 -0.11
C 3.73986 3.46270 -0.38296 -0.04 0.02 -0.01 -0.03
C 3.47022 4.81962 -0.44694 0.05 -0.02 0.00 -0.09
C 2.21339 5.27490 -0.07991 -0.06 0.02 0.01 -0.07
C 1.24076 4.38748 0.35048 0.05 0.03 0.00 -0.05
C 1.50883 3.02371 0.40573 -0.06 0.02 -0.03 -0.38
O 0.57911 2.11697 0.79873 0.20 -0.15 0.06 -0.58
H 4.45553 -0.39676 0.64803 0.01 0.01 0.00 0.08
H 4.80533 1.23767 1.29240 -0.01 0.00 0.01 0.09
H 5.18746 0.83864 -0.38105 0.00 0.00 0.00 0.09
H 4.71877 3.10240 -0.67277 0.00 -0.01 0.00 0.11
H 4.23085 5.51312 -0.77926 0.00 -0.01 0.00 0.10
H 1.98217 6.33169 -0.12600 0.01 -0.01 0.00 0.11
H 0.26202 4.74683 0.64104 -0.01 -0.01 0.00 0.09
S 1.14666 -3.24985 4.40581 -0.02 0.02 0.02 1.02
C 0.35892 -1.89355 5.08606 0.00 0.00 -0.02 -0.42
C -0.23645 -1.11638 4.13620 -0.01 0.01 0.04 -0.22
C -0.07516 -1.60677 2.80915 0.04 -0.04 0.01 -0.36
C 0.66473 -2.76066 2.82014 -0.01 0.03 0.02 -0.54
C 0.97477 -3.50332 1.61102 0.01 -0.02 -0.04 -0.28
C 1.61408 -4.74312 1.57454 0.03 0.00 -0.05 -0.02
C 1.83081 -5.35193 0.35496 0.00 0.00 0.04 -0.05
C 1.41552 -4.72323 -0.81355 0.00 0.03 -0.01 -0.05
C 0.79179 -3.49734 -0.70414 0.06 0.00 -0.04 -0.10
N 0.57691 -2.90952 0.47179 -0.08 0.03 0.01 -0.02
H 0.37640 -1.73711 6.15363 0.01 -0.02 -0.01 0.06
H -0.78731 -0.22053 4.38794 0.00 0.01 0.00 0.07
H 1.92467 -5.21776 2.49546 -0.01 0.01 0.01 0.10
H 2.32115 -6.31605 0.31329 0.00 0.00 -0.01 0.11
H 1.57203 -5.16947 -1.78484 0.00 0.00 0.00 0.10
H 0.45304 -2.95108 -1.57715 -0.01 -0.01 0.01 0.11
C -3.58761 -4.27224 1.48588 -0.04 0.00 -0.01 -0.08
O -2.60182 -3.25305 1.69107 0.02 -0.02 0.01 -0.14
C -2.35415 -2.44287 0.63050 -0.02 -0.02 -0.04 -0.59
O -2.96797 -2.58449 -0.40902 0.00 -0.04 0.04 -0.04
H -3.53051 -4.92446 2.35304 0.01 0.01 0.01 0.09
H -3.38387 -4.82954 0.57266 0.01 -0.01 0.01 0.08
H -4.58342 -3.83563 1.41029 0.01 0.01 -0.02 0.09
Br 0.24513 2.46410 -2.81922 -0.01 0.03 -0.01 0.82
C -0.17467 0.68191 -3.32571 0.10 -0.09 -0.07 -0.73
C 0.54383 0.11051 -4.37084 0.01 0.02 0.04 -0.11
C 0.22371 -1.18653 -4.72320 -0.01 -0.02 0.01 -0.07
C -0.77952 -1.84942 -4.02634 0.01 0.00 0.00 -0.07
C -1.42093 -1.18162 -2.99806 -0.09 -0.02 0.06 -0.14
N -1.12174 0.07573 -2.65311 -0.05 0.15 -0.03 0.05
H 1.31861 0.66941 -4.87418 0.00 0.00 0.00 0.10
H 0.75177 -1.67521 -5.53209 0.00 0.00 0.00 0.11
H -1.06268 -2.86395 -4.27273 0.00 0.01 0.00 0.11
H -2.19383 -1.65802 -2.40231 0.02 0.00 -0.03 0.09
Te -0.77981 2.45828 2.18625 -0.03 0.10 -0.03 1.41
C -2.26038 3.08748 0.84530 -0.12 0.05 -0.02 -0.54
C -2.46144 2.39861 -0.34743 0.09 0.00 0.03 -0.16
C -3.47528 2.79965 -1.20345 -0.01 0.01 -0.01 -0.08
C -4.30391 3.86050 -0.86246 -0.01 -0.01 -0.02 -0.08
C -4.10359 4.54413 0.32776 0.02 0.01 0.01 -0.09
C -3.07066 4.16955 1.17678 0.01 0.02 0.01 -0.16
H -1.81897 1.57170 -0.62697 -0.04 -0.02 0.01 0.02
H -3.61649 2.27033 -2.13736 0.01 0.00 0.01 0.11
H -5.10125 4.16102 -1.53025 0.00 0.00 0.00 0.10
H -4.73768 5.38179 0.58901 0.00 0.00 0.00 0.10
H -2.89015 4.73218 2.08561 -0.02 -0.02 0.01 0.09
```
Positions in Å, forces in eV/Å.

---

[3]
C30H26AgN3O2P | wB97M-V/def2-TZVPD

Summary:
**Net charge**: -1
**Energy above the lowest of the compared OMol25 structures with the same formula, charge and spin**: 1.0 kcal per mole

```
63
Properties=species:S:1:pos:R:3:forces:R:3:lowdin_charge:R:1
Ag 0.66638 -0.20716 -0.46673 0.10 -0.28 0.32 0.56
N -0.84756 1.72208 1.98933 -0.01 0.00 0.01 0.11
C -0.78702 0.96189 3.14159 -0.03 0.08 -0.10 -0.35
C -0.78934 1.61313 4.38229 0.01 -0.02 0.03 -0.05
C -0.80822 0.90161 5.56500 0.00 -0.01 0.00 -0.11
C -0.82643 -0.48754 5.54614 0.00 0.03 -0.04 -0.11
C -0.81914 -1.13843 4.32377 0.00 -0.06 0.02 -0.09
C -0.80624 -0.44766 3.11263 0.07 -0.05 0.01 -0.30
P -0.67453 -1.32559 1.51377 -0.30 0.32 -0.28 1.08
C -0.55989 -3.08151 1.97802 0.09 0.04 0.00 -0.37
C -1.67005 -3.85382 2.32437 -0.02 -0.01 -0.02 -0.10
C -1.51083 -5.18791 2.66157 0.03 0.01 0.00 -0.10
C -0.24137 -5.75970 2.65252 -0.02 0.02 0.00 -0.10
C 0.86174 -4.99579 2.30629 -0.01 -0.01 0.02 -0.07
C 0.70859 -3.65495 1.97111 0.03 -0.09 0.05 -0.07
C -2.38720 -1.22457 0.84652 0.02 -0.02 0.10 -0.37
C -3.37692 -0.40832 1.38134 -0.03 -0.03 0.00 -0.08
C -4.62410 -0.31931 0.77240 0.01 -0.01 0.00 -0.09
C -4.89928 -1.05173 -0.37066 0.01 0.00 0.00 -0.10
C -3.91748 -1.87553 -0.90998 -0.01 0.00 0.01 -0.09
C -2.67275 -1.95323 -0.31019 0.04 0.00 -0.01 -0.12
H -0.54233 2.67664 2.08733 0.00 0.00 0.00 0.09
H -0.52296 1.31501 1.11766 0.02 -0.02 0.02 -0.01
H -0.77308 2.69723 4.39811 -0.01 0.00 0.00 0.10
H -0.80254 1.43544 6.50773 0.00 0.00 0.00 0.10
H -0.83684 -1.05708 6.46573 0.01 0.01 0.01 0.09
H -0.81341 -2.22078 4.30766 0.00 0.00 -0.02 0.10
H -2.65946 -3.41143 2.32122 0.00 0.01 0.00 0.11
H -2.37566 -5.78415 2.92620 0.00 0.00 0.00 0.09
H -0.11988 -6.80569 2.90784 0.00 0.00 0.00 0.09
H 1.85109 -5.43319 2.27157 0.00 0.01 -0.02 0.11
H 1.57553 -3.07192 1.68036 -0.02 0.04 -0.08 0.08
H -3.17760 0.16455 2.27709 0.01 0.02 0.01 0.10
H -5.38138 0.32684 1.19885 0.00 0.00 0.00 0.10
H -5.87116 -0.98150 -0.84301 0.00 0.00 0.00 0.09
H -4.12274 -2.45304 -1.80308 0.00 0.00 0.00 0.10
H -1.90586 -2.59100 -0.73734 0.01 0.01 0.01 0.09
N 0.41305 -1.82617 -2.45669 0.02 -0.09 -0.04 -0.03
C 1.47301 -2.83462 -2.62316 -0.03 0.02 0.01 -0.27
C 2.78745 -2.33955 -2.02033 0.00 0.03 -0.08 -0.14
C 2.80911 -2.58625 -0.50669 -0.05 -0.15 0.18 -0.72
O 3.15551 -3.72045 -0.13379 0.02 0.06 -0.02 -0.04
O 2.41791 -1.64357 0.24790 0.01 0.11 -0.15 -0.18
H -0.49981 -2.21796 -2.65376 0.00 0.01 0.00 0.06
H 0.55049 -1.06309 -3.11077 0.00 0.05 0.05 0.06
H 1.61443 -3.10152 -3.67762 0.01 0.02 -0.01 0.10
H 1.16526 -3.74211 -2.09932 0.02 -0.01 0.00 0.11
H 2.90812 -1.27488 -2.24120 0.01 0.00 -0.01 0.10
H 3.61612 -2.89113 -2.46549 0.00 -0.01 0.01 0.10
N 0.67331 8.11705 -6.18735 0.00 0.02 -0.01 0.13
C 0.64972 7.19217 -5.50316 0.00 -0.11 0.09 -0.20
C 0.61662 6.03562 -4.64796 0.01 0.13 -0.10 -0.26
C -0.51259 5.21901 -4.62091 -0.04 -0.05 0.02 -0.04
C -0.54338 4.10990 -3.79907 -0.03 0.03 -0.03 -0.03
C 0.54818 3.78208 -2.98166 -0.02 -0.04 0.04 -0.27
C 1.67608 4.61575 -3.02319 0.00 0.00 0.00 -0.03
C 1.71214 5.72588 -3.84255 0.03 -0.01 0.02 -0.04
C 0.51261 2.63373 -2.13767 -0.06 0.09 0.02 -0.21
C 0.48431 1.65059 -1.41283 0.08 -0.03 -0.06 -0.16
H -1.36221 5.46079 -5.24608 0.00 0.00 0.00 0.11
H -1.41824 3.47468 -3.77333 0.00 0.00 0.00 0.11
H 2.52328 4.36932 -2.39798 0.00 0.00 0.00 0.11
H 2.58816 6.36085 -3.86604 0.00 0.00 0.00 0.11
```
Positions in Å, forces in eV/Å.

---

Frontier orbital gap (computed, eV): 5.42 7.01 7.71
Lowest unoccupied orbital energy (computed, eV): 3.8861 -0.0666 2.5417